The following is a DFT calculation (the ωB97M-V functional and the def2-TZVPD basis) of a structure of composition C31H78O21P5V in a non-equilibrium geometry.

Charge = +1
DFT total energy = -148554.8463 eV
<S²> = 3.753
Multiplicity = 4
LUMO (spin up / spin down) = -1.320 / -1.320 eV
Frontier orbital gap (spin up / spin down) = 0.2420 / 0.2984 hartree

Last column: Mulliken charge in e.
Atoms and positions in Å:
V (-0.76490, 0.32147, -0.59794)  0.7246
C (-3.80459, 1.83451, 0.06561)  -1.0511
O (-2.64233, 1.19426, -0.23716)  0.2748
H (-3.81112, 2.90505, -0.21382)  0.2473
H (-4.68487, 1.40400, -0.46648)  0.0116
H (-4.07703, 1.76570, 1.13996)  0.1036
C (5.06889, -2.27587, 1.64413)  -1.2217
C (4.48497, -2.22335, 0.24620)  -0.2697
O (3.28258, -1.44840, 0.29531)  0.5457
P (2.56839, -0.99057, -1.05337)  -1.1847
O (1.20904, -0.58081, -0.76660)  2.5343
O (3.49464, 0.10216, -1.67327)  -0.4517
C (3.45207, 1.43747, -1.15066)  1.6918
C (4.78187, 1.77191, -0.48814)  -1.5512
O (2.75130, -2.17478, -2.06320)  -0.4620
C (1.95782, -3.35233, -1.82065)  1.3051
C (2.19115, -4.32061, -2.95134)  -1.7788
H (5.90569, -2.97837, 1.66770)  0.4398
H (5.45617, -1.31836, 1.99111)  0.2819
H (4.33710, -2.65458, 2.36017)  0.2047
H (5.21269, -1.79377, -0.44755)  0.3443
H (4.29599, -3.24014, -0.10441)  0.2315
H (3.22372, 2.13352, -1.95491)  -0.2865
H (2.66810, 1.56830, -0.40004)  -0.9475
H (4.92252, 1.06594, 0.33375)  0.2712
H (5.60813, 1.64297, -1.18777)  0.4274
H (4.77492, 2.79750, -0.12374)  0.3537
H (2.21489, -3.79388, -0.85279)  -0.1686
H (0.90057, -3.07764, -1.76391)  -0.5445
H (3.17887, -4.77532, -2.88233)  0.4187
H (1.48068, -5.15072, -2.92638)  0.3694
H (2.03119, -3.82012, -3.90572)  0.3941
C (-2.15879, 3.17724, 4.34746)  -1.7729
C (-1.52561, 2.36647, 3.24275)  2.2122
O (-0.48429, 3.18687, 2.60461)  -0.5503
P (0.69318, 2.43911, 1.90529)  -1.0390
O (0.33456, 1.74332, 0.67209)  1.9748
O (1.27636, 1.52165, 3.03704)  -0.4484
C (2.49219, 0.79061, 2.79058)  1.1602
C (3.13350, 0.45433, 4.10338)  -1.6157
O (1.75962, 3.55842, 1.66440)  0.0202
C (2.25818, 4.36314, 2.75176)  -0.2853
C (3.50423, 5.06189, 2.28337)  -1.1836
H (-2.13115, 4.25190, 4.18620)  0.4035
H (-3.21596, 2.89867, 4.40294)  0.4121
H (-1.74450, 2.94992, 5.33015)  0.3729
H (-1.07497, 1.46176, 3.64253)  -0.8277
H (-2.23741, 2.14440, 2.44891)  -0.6290
H (2.24672, -0.08028, 2.18223)  -0.6298
H (3.18133, 1.40833, 2.20067)  0.2535
H (2.65071, -0.37307, 4.63244)  0.1937
H (4.20179, 0.25642, 4.05195)  0.4239
H (2.99440, 1.26704, 4.82652)  0.4123
H (1.47016, 5.03081, 3.09681)  0.3799
H (2.50386, 3.69927, 3.58762)  0.1938
H (3.33406, 5.45694, 1.28108)  0.2143
H (3.80398, 5.85224, 2.96896)  0.4335
H (4.34986, 4.37411, 2.22365)  0.2691
C (-3.08609, -5.66552, -1.98484)  -1.3934
C (-2.45496, -4.92768, -0.82076)  -0.0628
O (-1.66781, -3.78986, -1.23863)  0.2638
P (-2.30220, -2.51631, -1.90483)  -0.7357
O (-1.53386, -1.29482, -1.69287)  0.9145
O (-2.47008, -2.84259, -3.43173)  -0.3939
C (-1.28958, -2.97976, -4.24740)  0.5757
C (-1.68119, -3.37006, -5.63168)  -1.5226
O (-3.76489, -2.48074, -1.36296)  -0.3221
C (-4.57499, -1.30948, -1.72064)  0.3515
C (-5.82084, -1.33397, -0.89220)  -1.2582
H (-3.71770, -6.48082, -1.64714)  0.4461
H (-3.71409, -4.96802, -2.54837)  0.2847
H (-2.32018, -5.95598, -2.70561)  0.3009
H (-3.20474, -4.63531, -0.08574)  0.0486
H (-1.74245, -5.57607, -0.31109)  0.4111
H (-0.69992, -2.05987, -4.23069)  0.0402
H (-0.65169, -3.75872, -3.81351)  -0.0535
H (-2.47189, -2.76086, -6.06877)  0.3492
H (-0.80751, -3.28322, -6.28073)  0.4226
H (-2.03907, -4.40018, -5.67560)  0.3229
H (-3.98892, -0.39519, -1.59674)  -0.5230
H (-4.81483, -1.40655, -2.78229)  0.3914
H (-6.40674, -0.43192, -1.06107)  0.4320
H (-6.44097, -2.19964, -1.13132)  0.3825
H (-5.58736, -1.40089, 0.17005)  0.0844
C (3.39808, 3.51618, -4.60921)  -1.0475
C (2.03780, 3.03003, -5.03589)  -0.3310
O (1.47736, 2.12513, -4.05429)  -0.2371
P (0.30768, 2.58899, -3.14709)  -1.1931
O (-0.09218, 1.58307, -2.17462)  0.8108
O (0.87351, 3.90099, -2.47314)  -0.0671
C (0.18591, 4.56351, -1.38837)  0.5153
C (1.18629, 5.45528, -0.68391)  -0.9282
O (-0.80187, 2.99969, -4.18237)  -0.2786
C (-1.90157, 3.86821, -3.86370)  -0.5628
C (-2.81045, 3.31426, -2.78555)  -0.1207
H (4.05395, 2.70267, -4.30664)  0.2134
H (3.87366, 4.01179, -5.46185)  0.4659
H (3.32610, 4.30466, -3.85966)  0.2045
H (1.36409, 3.87117, -5.20266)  0.2727
H (2.09605, 2.49397, -5.98198)  0.4178
H (-0.64075, 5.18383, -1.73591)  0.1484
H (-0.20922, 3.80183, -0.71265)  -0.2841
H (0.65826, 6.04577, 0.06365)  0.4760
H (1.95074, 4.84544, -0.20127)  -0.3281
H (1.70034, 6.10188, -1.39486)  0.4628
H (-1.55189, 4.88630, -3.68221)  0.2184
H (-2.47602, 3.94304, -4.78860)  0.4312
H (-3.63061, 3.98874, -2.55516)  0.5235
H (-3.25864, 2.39564, -3.17541)  0.2344
H (-2.25571, 2.99494, -1.90045)  -0.5488
C (-0.67602, -0.64375, 5.88787)  -1.1615
C (-0.22709, -1.70553, 4.92455)  -0.4438
O (-0.10981, -1.11801, 3.60470)  0.1282
P (-1.07683, -1.50447, 2.45294)  -1.3103
O (-0.70985, -0.99033, 1.13379)  1.4911
O (-1.19013, -3.07427, 2.44160)  -0.2256
C (-0.16436, -3.89493, 1.85611)  0.4702
C (1.18848, -3.75802, 2.52413)  -0.6749
O (-2.45001, -1.01535, 3.00857)  -0.2577
C (-3.68726, -1.25627, 2.27815)  0.0527
C (-4.29061, -2.61131, 2.61270)  -1.2298
H (-0.65070, -1.00797, 6.91451)  0.5212
H (0.02764, 0.19093, 5.83816)  0.1500
H (-1.66272, -0.26259, 5.62992)  0.1869
H (0.76715, -2.07708, 5.18483)  0.3910
H (-0.85028, -2.60055, 4.89007)  0.4401
H (-0.51542, -4.92627, 1.91313)  0.4522
H (-0.13270, -3.67395, 0.78667)  -0.4787
H (1.92997, -4.21771, 1.86668)  0.5207
H (1.48287, -2.70728, 2.58198)  -0.2966
H (1.20137, -4.21431, 3.51053)  0.3370
H (-4.34567, -0.44894, 2.58245)  0.3121
H (-3.46065, -1.19847, 1.21216)  -0.1263
H (-4.22849, -2.80372, 3.68760)  0.3741
H (-5.34118, -2.59139, 2.33150)  0.5086
H (-3.71915, -3.41817, 2.15851)  0.0390